[1]
This record from the Open Molecules 2025 dataset describes a single C17H26N2O3S molecule in a non-equilibrium geometry. The level of theory is the ωB97M-V functional and the def2-TZVPD basis.

energy above the lowest of the compared OMol25 structures with the same formula, charge and spin	0.850	eV
calculated total energy	-1396.82948	a.u.
SMILES	CCN(CC)S(=O)(=O)c1cccc(C(=O)NC2CCCCC2)c1
largest force on an atom	0.022	hartree/bohr

Last columns: bonded neighbours and bond lengths (Å).
Cartesian coordinates (Å):
1 H -4.036 -0.751 1.673  C46 1.092
2 H -2.400 1.641 -1.322  C25 1.093
3 H -3.757 2.307 -2.218  C25 1.092
4 H -1.719 -0.210 -0.357  N24 1.006
5 C 2.384 -2.686 -0.002  C6 1.386, H13 1.078, C42 1.382
6 C 1.534 -3.636 0.542  C5 1.386, C17 1.384, H23 1.079
7 H 5.071 -0.689 0.092  C11 1.091
8 H 5.867 1.650 0.293  C19 1.086
9 H 1.537 3.244 0.690  C43 1.087
10 H -5.111 0.310 -1.794  C22 1.091
11 C 4.567 0.004 0.766  H7 1.091, C19 1.526, N35 1.443, H36 1.101
12 C -1.875 -2.245 -0.250  O14 1.216, C18 1.500, N24 1.348
13 H 3.456 -2.798 0.036  C5 1.078
14 O -2.586 -3.231 -0.195  C12 1.216
15 H -3.584 -0.160 -2.544  C22 1.092
16 H 3.268 3.221 0.315  C43 1.086
17 C 0.163 -3.464 0.455  C6 1.384, C18 1.393, H37 1.080
18 C -0.380 -2.348 -0.176  C12 1.500, C17 1.393, C31 1.392
19 C 5.536 1.109 1.175  H8 1.086, C11 1.526, H32 1.087, H34 1.087
20 S 2.925 -0.317 -1.308  O29 1.432, N35 1.658, C42 1.798, O48 1.434
21 C -3.766 -0.689 -0.462  C22 1.531, N24 1.448, H27 1.096, C46 1.533
22 C -4.032 0.254 -1.639  H10 1.091, H15 1.092, C21 1.531, C25 1.528
23 H 1.939 -4.509 1.029  C6 1.079
24 N -2.353 -0.990 -0.363  H4 1.006, C12 1.348, C21 1.448
25 C -3.491 1.659 -1.380  H2 1.093, H3 1.092, C22 1.528, C41 1.526
26 H -3.657 3.224 0.096  C41 1.092
27 H -4.256 -1.653 -0.639  C21 1.096
28 H -5.148 2.321 -0.180  C41 1.092
29 O 4.067 -0.938 -1.907  S20 1.432
30 H 0.128 -0.552 -1.297  C31 1.080
31 C 0.478 -1.407 -0.737  C18 1.392, H30 1.080, C42 1.380
32 H 5.061 1.810 1.857  C19 1.087
33 H -5.385 -0.039 0.784  C46 1.091
34 H 6.401 0.675 1.669  C19 1.087
35 N 3.446 0.524 0.023  C11 1.443, S20 1.658, C47 1.448
36 H 4.225 -0.546 1.657  C11 1.101
37 H -0.517 -4.197 0.864  C17 1.080
38 H -4.173 1.717 2.008  C49 1.092
39 H -2.658 1.263 1.234  C49 1.093
40 H 2.104 2.656 -0.885  C43 1.086
41 C -4.064 2.227 -0.085  C25 1.526, H26 1.092, H28 1.092, C49 1.526
42 C 1.843 -1.586 -0.639  C5 1.382, S20 1.798, C31 1.380
43 C 2.325 2.699 0.177  H9 1.087, H16 1.086, H40 1.086, C47 1.525
44 H 2.660 1.289 1.788  C47 1.093
45 H 1.460 0.769 0.594  C47 1.097
46 C -4.297 -0.089 0.845  H1 1.092, C21 1.533, H33 1.091, C49 1.526
47 C 2.424 1.277 0.720  N35 1.448, C43 1.525, H44 1.093, H45 1.097
48 O 2.118 0.569 -2.095  S20 1.434
49 C -3.741 1.311 1.091  H38 1.092, H39 1.093, C41 1.526, C46 1.526



[2]
This record from the Open Molecules 2025 dataset describes a single C17H26N4O3 molecule. The level of theory is the ωB97M-V functional and the def2-TZVPD basis.

energy above the lowest of the compared OMol25 structures with the same formula, charge and spin	1.980	eV
calculated total energy	-1108.12693	a.u.
SMILES	CN1CCCC[C@@H]1C(=O)N(CCC(=O)NCc1ncco1)C1CC1
largest force on an atom	0.008	hartree/bohr

Last columns: bonded neighbours and bond lengths (Å).
Cartesian coordinates (Å):
1 H -1.615 1.694 0.331  N31 1.014
2 C -1.936 -3.669 -1.185  C13 1.501, C24 1.501, H30 1.080, H33 1.082
3 H -2.603 -0.346 -0.307  C43 1.091
4 N -0.892 -1.371 -0.934  C8 1.365, C13 1.438, C43 1.465
5 H 0.060 -4.675 -1.056  C24 1.081
6 H 5.146 -1.385 0.880  C41 1.092
7 O -1.273 4.988 -0.213  C17 1.365, C27 1.351
8 C -0.067 -0.865 0.028  N4 1.365, C34 1.526, O40 1.224
9 H -3.420 3.056 1.407  C20 1.089
10 H 1.364 -2.481 -0.208  C34 1.100
11 H -3.729 3.709 -0.212  C20 1.091
12 H -0.443 -2.735 -2.505  C13 1.086
13 C -0.836 -2.695 -1.494  C2 1.501, N4 1.438, H12 1.086, C24 1.498
14 H 3.779 -2.044 -1.068  C46 1.096
15 H 3.479 -1.772 2.689  C50 1.092
16 H 3.268 -2.896 1.342  C50 1.108
17 C -0.546 5.985 0.373  O7 1.365, C18 1.344, H21 1.074
18 C -0.881 6.032 1.673  C17 1.344, N23 1.390, H37 1.076
19 O -3.329 2.525 -2.180  C39 1.218
20 C -2.954 3.360 0.471  H9 1.089, H11 1.091, C27 1.492, N31 1.443
21 H 0.132 6.530 -0.259  C17 1.074
22 H 1.849 -0.676 -1.787  C35 1.093
23 N -1.831 5.051 1.930  C18 1.390, C27 1.288
24 C -0.556 -3.892 -0.637  C2 1.501, H5 1.081, C13 1.498, H38 1.080
25 H -0.669 0.970 -1.804  C42 1.091
26 H 2.118 0.450 -0.450  C35 1.093
27 C -2.019 4.479 0.791  O7 1.351, C20 1.492, N23 1.288
28 H 4.126 0.028 1.150  C41 1.093
29 H 1.318 -1.971 3.466  C45 1.090
30 H -2.295 -4.295 -1.988  C2 1.080
31 N -2.295 2.250 -0.175  H1 1.014, C20 1.443, C39 1.358
32 H -0.061 -1.740 2.397  C45 1.090
33 H -2.692 -3.345 -0.482  C2 1.082
34 C 1.337 -1.445 0.161  C8 1.526, H10 1.100, C35 1.536, N47 1.453
35 C 2.220 -0.593 -0.762  H22 1.093, H26 1.093, C34 1.536, C46 1.522
36 H -2.732 -1.174 -1.855  C43 1.087
37 H -0.513 6.687 2.444  C18 1.076
38 H -0.425 -3.727 0.422  C24 1.080
39 C -2.535 1.931 -1.472  O19 1.218, N31 1.358, C42 1.519
40 O -0.382 0.146 0.643  C8 1.224
41 C 4.128 -1.001 0.782  H6 1.092, H28 1.093, C46 1.523, C50 1.519
42 C -1.724 0.746 -1.967  H25 1.091, C39 1.519, C43 1.540, H48 1.088
43 C -2.077 -0.564 -1.238  H3 1.091, N4 1.465, H36 1.087, C42 1.540
44 H 0.962 -3.196 2.236  C45 1.104
45 C 0.962 -2.112 2.446  H29 1.090, H32 1.090, H44 1.104, N47 1.450
46 C 3.676 -1.028 -0.672  H14 1.096, C35 1.522, C41 1.523, H49 1.092
47 N 1.811 -1.371 1.533  C34 1.453, C45 1.450, C50 1.456
48 H -1.896 0.660 -3.037  C42 1.088
49 H 4.302 -0.380 -1.289  C46 1.092
50 C 3.188 -1.831 1.638  H15 1.092, H16 1.108, C41 1.519, N47 1.456



[3]
This record from the Open Molecules 2025 dataset describes a single C17H26N6O3S molecule. The level of theory is the ωB97M-V functional and the def2-TZVPD basis.

energy above the lowest of the compared OMol25 structures with the same formula, charge and spin	1.125	eV
calculated total energy	-1615.89253	a.u.
SMILES	CCNc1nc(OCCNS(=O)(=O)c2cc(C)ccc2C)nc(N(C)C)n1
largest force on an atom	0.018	hartree/bohr

Last columns: bonded neighbours and bond lengths (Å).
Cartesian coordinates (Å):
1 C -2.550 -1.996 0.136  H16 1.095, H18 1.091, C36 1.538, N44 1.441
2 H -0.783 4.445 1.714  C14 1.087
3 C 2.180 -4.517 -1.336  H8 1.088, H9 1.088, H19 1.086, C22 1.520
4 H 0.429 0.379 -3.612  C5 1.089
5 C 1.099 0.425 -2.755  H4 1.089, H11 1.088, C43 1.493, H48 1.088
6 C 1.840 2.511 3.030  N7 1.438, H10 1.092, H24 1.094, H47 1.086
7 N 2.346 1.566 2.071  C6 1.438, C39 1.341, C45 1.438
8 H 2.852 -4.870 -0.557  C3 1.088
9 H 2.774 -4.104 -2.149  C3 1.088
10 H 1.942 3.528 2.647  C6 1.092
11 H 2.049 0.860 -3.058  C5 1.088
12 H 2.869 -2.139 -0.634  N25 1.008
13 H -1.569 2.965 2.288  C14 1.089
14 C -1.400 3.599 1.420  H2 1.087, H13 1.089, H15 1.089, C41 1.496
15 H -2.366 3.970 1.081  C14 1.089
16 H -3.325 -2.758 -0.001  C1 1.095
17 O -0.947 -1.541 -2.185  S30 1.439
18 H -1.598 -2.386 -0.228  C1 1.091
19 H 1.618 -5.364 -1.720  C3 1.086
20 O -2.566 0.161 -2.920  S30 1.438
21 H 3.949 0.944 0.944  C45 1.086
22 C 1.225 -3.471 -0.786  C3 1.520, N25 1.447, H40 1.097, H53 1.093
23 H 3.857 2.705 1.202  C45 1.093
24 H 2.398 2.434 3.968  C6 1.094
25 N 1.969 -2.358 -0.237  H12 1.008, C22 1.447, C50 1.339
26 H 1.057 3.953 0.267  C33 1.081
27 H 4.384 1.641 2.524  C45 1.094
28 H -2.021 -2.601 2.127  C36 1.096
29 O -1.635 -0.580 1.972  C34 1.336, C36 1.415
30 S -1.764 -0.400 -1.867  O17 1.439, O20 1.438, C31 1.788, N44 1.673
31 C -0.791 0.931 -1.173  S30 1.788, C42 1.378, C43 1.389
32 H 2.111 2.586 -1.469  C35 1.080
33 C 0.528 3.100 -0.131  H26 1.081, C35 1.383, C41 1.387
34 C -0.346 -0.574 1.622  O29 1.336, N37 1.320, N49 1.321
35 C 1.123 2.330 -1.115  H32 1.080, C33 1.383, C43 1.390
36 C -2.426 -1.705 1.641  C1 1.538, H28 1.096, O29 1.415, H38 1.093
37 N 0.144 -1.575 0.915  C34 1.320, C50 1.339
38 H -3.404 -1.466 2.066  C36 1.093
39 C 1.602 0.537 1.640  N7 1.341, N46 1.335, N49 1.342
40 H 0.543 -3.118 -1.570  C22 1.097
41 C -0.740 2.797 0.344  C14 1.496, C33 1.387, C42 1.390
42 C -1.395 1.700 -0.202  C31 1.378, C41 1.390, H52 1.078
43 C 0.473 1.231 -1.665  C5 1.493, C31 1.389, C35 1.390
44 N -2.821 -0.811 -0.638  C1 1.441, S30 1.673, H51 1.005
45 C 3.715 1.724 1.662  N7 1.438, H21 1.086, H23 1.093, H27 1.094
46 N 2.172 -0.355 0.827  C39 1.335, C50 1.331
47 H 0.793 2.285 3.207  C6 1.086
48 H 1.260 -0.597 -2.421  C5 1.088
49 N 0.325 0.480 2.050  C34 1.321, C39 1.342
50 C 1.410 -1.400 0.513  N25 1.339, N37 1.339, N46 1.331
51 H -3.779 -0.638 -0.889  N44 1.005
52 H -2.379 1.426 0.143  C42 1.078
53 H 0.620 -3.888 0.023  C22 1.093



[4]
This record from the Open Molecules 2025 dataset describes 2 unconnected molecules or ions with the total composition C17H27BF3N3O5 in a non-equilibrium geometry. The level of theory is the ωB97M-V functional and the def2-TZVPD basis.

calculated total energy	-1528.40368	a.u.
largest force on an atom	0.194	hartree/bohr

Last columns: bonded neighbours and bond lengths (Å).
Cartesian coordinates (Å):
1 F -1.028 4.435 1.093  C25 1.354
2 H 0.246 0.029 1.203  C7 1.189
3 H -3.944 2.949 0.691  C22 1.100
4 C -2.075 2.010 3.245  H9 1.095, O16 1.424, H33 1.096, C36 1.516
5 F -2.945 5.101 1.889  C25 1.365
6 H 2.143 1.001 -3.927  C41 1.186
7 C 0.972 0.344 0.316  H2 1.189, C18 1.635, C53 1.639, H55 1.190
8 H 3.945 -2.032 -0.664  O47 1.013
9 H -1.407 1.294 2.755  C4 1.095
10 B -1.525 -2.663 1.211  O23 1.478, C34 1.679, O42 1.477
11 H 1.958 1.640 -2.164  C41 1.170
12 H -1.223 2.177 -1.626  C37 1.189
13 H -0.447 -5.280 -2.547  C20 1.196
14 H -0.623 3.606 3.077  C36 1.090
15 C 2.387 -5.997 -0.327  H26 1.191, C30 1.427
16 O -3.171 2.387 2.420  C4 1.424, C22 1.455
17 H 0.501 -3.924 1.037  C34 1.167
18 C 0.792 -0.772 -0.865  C7 1.635, C19 1.624, C28 1.614
19 C 0.978 -0.412 -2.438  C18 1.624, C41 1.644, C46 1.594
20 C -0.100 -4.704 -1.559  H13 1.196, C30 1.674, H40 1.170, N43 1.547
21 H 2.710 1.650 1.000  C53 1.194
22 C -2.914 2.819 1.055  H3 1.100, O16 1.455, C25 1.582, O54 1.329
23 O -2.522 -2.860 0.137  B10 1.478, H50 1.022
24 H 4.653 0.374 0.238  C52 1.186
25 C -2.368 4.300 0.947  F1 1.354, F5 1.365, C22 1.582, F29 1.364
26 H 3.214 -6.401 0.429  C15 1.191
27 H 0.824 -1.357 -4.600  C46 1.196
28 C 0.379 -2.327 -0.740  C18 1.614, C34 1.657, N43 1.453
29 F -2.688 4.863 -0.253  C25 1.364
30 C 1.249 -5.567 -1.073  C15 1.427, C20 1.674
31 H 3.472 -0.014 -1.183  C52 1.172
32 H 2.522 -0.003 2.012  C53 1.183
33 H -2.520 1.472 4.090  C4 1.096
34 C 0.092 -2.857 0.803  B10 1.679, H17 1.167, C28 1.657, H35 1.194
35 H 0.663 -2.126 1.557  C34 1.194
36 C -1.311 3.190 3.813  C4 1.516, H14 1.090, H38 1.094, H39 1.095
37 C -0.408 2.690 -2.322  H12 1.189, N48 1.518, H51 1.174, H56 1.179
38 H -1.990 3.987 4.131  C36 1.094
39 H -0.704 2.876 4.669  C36 1.095
40 H -1.002 -4.812 -0.822  C20 1.170
41 C 1.389 1.072 -3.015  H6 1.186, H11 1.170, C19 1.644, N48 1.542
42 O -1.891 -2.266 2.585  B10 1.477, H45 1.021
43 N 0.255 -3.231 -1.871  C20 1.547, C28 1.453, N44 1.344
44 N 0.394 -3.026 -3.192  N43 1.344, C46 1.459
45 H -2.524 -1.473 2.478  O42 1.021
46 C 0.725 -1.627 -3.439  C19 1.594, H27 1.196, N44 1.459
47 O 3.789 -1.625 0.250  H8 1.013, C52 1.485
48 N 0.068 1.756 -3.420  C37 1.518, C41 1.542, H49 1.063
49 H -0.651 0.974 -3.426  N48 1.063
50 H -2.437 -2.036 -0.462  O23 1.022
51 H 0.445 3.118 -1.639  C37 1.174
52 C 3.638 -0.176 -0.034  H24 1.186, H31 1.172, O47 1.485, C53 1.642
53 C 2.485 0.480 0.933  C7 1.639, H21 1.194, H32 1.183, C52 1.642
54 O -2.167 1.928 0.412  C22 1.329
55 H 0.614 1.425 -0.031  C7 1.190
56 H -0.919 3.619 -2.839  C37 1.179